1.
Density functional theory data (ωB97M-V/def2-TZVPD) for the molecule C3H7N3O2 at a distorted geometry.

F_max ... 5.66 eV/Å
Frontier orbital gap ... 9.307 eV
SMILES ... [H]/N=C\NOCON=C
Net charge ... 0
Highest occupied orbital energy ... -8.48 eV
E ... -432.92312 hartree

Geometry as XYZ:
```
15
Properties=species:S:1:pos:R:3:forces:R:3:lowdin_charge:R:1
C -2.466 0.046 -0.266 1.3123 -1.5326 0.6805 -0.026
C 0.922 -1.423 0.392 -1.7329 0.2271 -3.7658 -0.032
C 0.809 1.519 -0.092 -2.8230 1.4040 2.2921 -0.322
H -3.068 0.301 0.826 2.6422 -0.8836 -2.8221 0.127
H -3.282 -0.001 -1.100 2.3651 0.3981 1.0803 0.068
H 0.963 -2.013 -0.570 -1.4489 -0.1686 1.4015 0.130
H 0.972 -2.078 1.307 0.6591 1.5049 -0.6995 0.143
H 1.925 0.496 -1.816 -2.0208 0.7701 3.5974 0.217
H 0.280 2.522 -0.487 1.9860 -2.6062 -0.5225 0.155
H 0.777 0.419 1.629 -1.5107 3.7809 -1.7379 0.119
N -1.183 -0.417 -0.552 -5.6174 0.6451 0.1973 -0.068
N 1.407 0.480 -0.802 2.5046 0.2419 -4.3532 -0.080
N 0.305 1.361 1.102 4.1944 -1.1786 1.0839 0.029
O -0.438 -0.661 0.545 1.5633 -3.1761 0.6980 -0.303
O 2.078 -0.553 -0.115 -2.0732 0.5737 2.8703 -0.155
```
Positions in Å, forces in eV/Å.

2.
Density functional theory data (ωB97M-V/def2-TZVPD) for the molecule C3H7N3O2 at a distorted geometry.

F_max ... 6.17 eV/Å
Frontier orbital gap ... 9.435 eV
SMILES ... CN/N=C/C(=O)NO
Net charge ... 0
Highest occupied orbital energy ... -9.20 eV
E ... -433.05801 hartree

Geometry as XYZ:
```
15
Properties=species:S:1:pos:R:3:forces:R:3:lowdin_charge:R:1
C 2.682 -0.624 0.184 -0.8489 1.7659 -5.5011 -0.095
C -0.262 0.127 -0.074 -0.0132 5.6868 -0.4701 -0.016
C -1.746 0.845 -0.121 2.5892 1.6147 3.7922 -0.406
H 3.711 -0.349 -0.235 -0.9151 -1.1178 1.8103 0.107
H 2.347 -0.714 1.159 0.4084 -0.6887 2.2151 0.041
H 2.282 -1.396 -0.523 0.4712 0.0153 1.1079 0.077
H 2.589 1.496 0.132 -1.5300 -2.6557 -2.0552 0.158
H -0.196 -0.943 0.058 0.4161 -0.0636 -0.3288 0.078
H -3.451 0.546 -0.750 -0.2733 -0.8002 1.6757 0.173
H -3.009 -1.657 0.744 0.5846 1.3148 -3.8652 0.196
N 2.033 0.639 -0.380 0.6925 4.4644 3.0417 -0.177
N 0.687 1.116 -0.146 -1.3035 -6.0065 -0.5877 0.020
N -2.903 0.093 0.044 -1.2805 2.6271 -2.6747 -0.084
O -1.928 2.040 0.142 1.1706 -1.8385 -1.7562 0.032
O -2.836 -1.221 -0.235 -0.1681 -4.3179 3.5962 -0.105
```
Positions in Å, forces in eV/Å.

3.
Density functional theory data (ωB97M-V/def2-TZVPD) for a structure of composition C3H7N3O2 at a distorted geometry.

F_max ... 4.24 eV/Å
Frontier orbital gap ... 8.712 eV
Net charge ... 0
Highest occupied orbital energy ... -8.33 eV
E ... -433.11824 hartree

Geometry as XYZ:
```
15
Properties=species:S:1:pos:R:3:forces:R:3:lowdin_charge:R:1
C 1.226 0.652 -0.690 0.3481 -0.4254 1.0285 -0.109
C -0.920 -0.399 0.014 -4.0402 -0.3639 -1.2486 -0.693
C 1.066 -0.151 0.279 1.2550 1.1359 -2.0136 -0.192
N -1.127 0.803 -0.831 0.7813 -0.2428 0.2141 0.066
N -1.635 -0.159 1.235 1.1127 0.1180 -0.5514 0.111
N 1.813 -1.075 0.919 -0.6739 -0.3836 0.6457 0.075
O 1.476 1.622 -1.520 -0.2611 -0.1462 0.1823 0.096
O -1.037 -1.529 -0.503 1.1353 1.0973 0.7479 -0.027
H 1.252 1.361 -2.434 0.1462 -0.0073 0.3831 0.135
H -1.108 0.561 -1.815 -0.4033 -0.1879 0.2790 0.085
H -1.917 1.388 -0.576 0.0971 -0.4708 -0.0631 0.085
H -1.392 0.683 1.739 0.0264 -0.3437 0.2276 0.085
H -1.816 -1.007 1.753 0.2508 0.2177 0.1795 0.086
H 2.816 -0.989 0.968 -0.3543 -0.2507 0.0489 0.098
H 1.303 -1.762 1.463 0.5799 0.2535 -0.0599 0.098
```
Positions in Å, forces in eV/Å.

4.
Density functional theory data (ωB97M-V/def2-TZVPD) for the molecule C3H7N3O2 at a distorted geometry.

F_max ... 1.01 eV/Å
Frontier orbital gap ... 8.355 eV
Net charge ... 0
Highest occupied orbital energy ... -7.88 eV
E ... -433.15116 hartree

Geometry as XYZ:
```
15
Properties=species:S:1:pos:R:3:forces:R:3:lowdin_charge:R:1
C 0.814 -0.865 -0.952 0.0661 -0.0155 -0.4062 -0.315
C 0.233 -0.200 0.149 -0.2983 0.9571 -0.1185 -0.463
N 0.872 -0.271 1.416 0.0545 -0.3462 0.1513 0.095
N -1.444 1.607 0.926 0.1126 -0.0469 0.1519 0.053
C -0.966 0.800 -0.152 0.5614 -0.7305 -0.0893 -0.427
O 1.612 -1.897 -0.758 -0.2311 0.4739 -0.0858 0.176
O 0.605 -0.614 -2.249 0.0809 -0.2824 0.5584 0.132
N -1.188 -0.566 -0.153 -0.4033 -0.1119 0.1123 0.070
H -0.187 -0.065 -2.345 -0.0240 -0.0091 0.1584 0.121
H 1.781 -2.338 -1.605 -0.0070 0.0626 0.0085 0.146
H 0.544 -1.060 1.960 -0.0608 -0.0411 -0.0583 0.086
H 0.764 0.556 1.990 -0.0355 0.1146 -0.3206 0.068
H -1.504 1.074 1.785 -0.1038 -0.0300 -0.0604 0.070
H -0.922 2.462 1.079 0.0348 -0.0477 -0.1088 0.070
H -1.014 1.377 -1.090 0.2536 0.0533 0.1072 0.120
```
Positions in Å, forces in eV/Å.

5.
Density functional theory data (ωB97M-V/def2-TZVPD) for the molecule C3H7N3O2 at a distorted geometry.

F_max ... 2.69 eV/Å
Frontier orbital gap ... 10.494 eV
SMILES ... [H]/N=C\OC(N)(N)C=O
Net charge ... 0
Highest occupied orbital energy ... -9.84 eV
E ... -433.21770 hartree

Geometry as XYZ:
```
15
Properties=species:S:1:pos:R:3:forces:R:3:lowdin_charge:R:1
C -0.458 -0.174 -0.006 0.7177 -0.7201 1.7946 -0.642
N -1.687 -0.846 -0.300 0.0347 -0.7574 -1.4600 0.112
N -0.710 0.390 1.282 0.4615 0.4957 0.4786 0.108
O -0.183 0.804 -0.974 0.1606 -0.7326 -0.9208 -0.011
H -1.703 0.245 1.455 0.3487 0.6227 0.2327 0.090
H -1.638 -1.246 -1.233 -0.1998 -0.1149 -0.0556 0.095
H -1.791 -1.621 0.355 0.0131 0.1534 -0.1061 0.106
H -0.473 1.378 1.246 -0.4094 -0.1921 0.4015 0.088
C 0.735 -1.263 0.048 -0.3202 -0.9622 1.5090 -0.158
C 1.070 1.351 -0.965 0.5001 1.1879 1.1917 -0.278
N 1.846 1.542 0.035 -0.6828 -0.7601 -1.3527 0.134
O 1.031 -1.921 1.040 -0.7580 1.6888 -1.9569 0.051
H 1.518 1.110 0.905 0.0487 0.1091 -0.1856 0.046
H 1.158 -1.539 -0.937 0.0744 0.2390 -0.0589 0.128
H 1.284 1.789 -1.952 0.0107 -0.2571 0.4884 0.130
```
Positions in Å, forces in eV/Å.

6.
Density functional theory data (ωB97M-V/def2-TZVPD) for a cluster of 2 separate species, C3H7N3O2 in total at a distorted geometry.

2S+1 ... 3
F_max ... 4.26 eV/Å
Frontier orbital gap (alpha / beta) ... 6.445 / 6.943 eV
Net charge ... 0
Highest occupied orbital energy (alpha / beta) ... -5.97 / -9.59 eV
E ... -432.97658 hartree

Geometry as XYZ:
```
15
Properties=species:S:1:pos:R:3:forces:R:3:lowdin_spin:R:1
C 0.005 1.396 -0.105 -1.4040 0.7643 -1.6503 0.426
C 0.479 -1.713 -0.372 -0.0358 -0.1432 -0.2146 0.030
C -0.729 0.423 0.552 -3.6178 0.8030 0.9358 0.509
N 1.289 1.585 0.040 4.1219 -1.0498 0.2886 0.339
N 1.660 -1.287 -0.328 0.0382 0.4009 -0.0577 0.037
N -2.138 0.374 0.308 2.5476 0.3893 -1.7695 0.190
O -2.750 -0.477 0.931 -1.4259 -1.4181 1.4602 0.261
O -2.586 0.993 -0.697 0.3042 0.1622 0.4704 0.129
H -0.476 1.792 -0.952 -0.4516 0.6481 -0.8833 0.023
H 0.162 -2.698 0.010 -0.1783 0.4800 -0.2767 0.003
H -0.197 -0.994 -0.814 -0.8702 -0.5156 -0.3242 0.018
H -0.505 0.002 1.483 0.5894 -0.8507 1.0504 0.012
H 1.835 1.687 -0.860 -0.6231 0.0406 1.6463 0.019
H 1.733 0.898 0.706 -0.2638 1.2355 -1.2105 0.004
H 2.217 -1.981 0.100 1.2692 -0.9465 0.5351 0.002
```
Positions in Å, forces in eV/Å.

7.
Density functional theory data (ωB97M-V/def2-TZVPD) for a structure of composition C3H7N3O2S at a distorted geometry.

F_max ... 3.49 eV/Å
Frontier orbital gap ... 9.111 eV
Net charge ... 0
Highest occupied orbital energy ... -8.48 eV
E ... -831.29329 hartree

Geometry as XYZ:
```
16
Properties=species:S:1:pos:R:3:forces:R:3:lowdin_charge:R:1
C -1.446 0.371 0.455 -0.9474 -1.3181 1.2842 -0.548
C 0.667 -0.648 1.062 0.9691 2.3875 -1.5158 -0.005
C 0.609 1.257 -0.408 -2.1643 0.0247 -1.2750 -0.030
N -2.166 1.397 0.241 2.5867 2.3361 0.2219 0.003
N -3.363 -0.299 -1.459 -0.0997 -0.0746 1.9854 -0.265
N -0.157 0.254 0.291 2.0486 0.1326 -1.4066 -0.155
O -2.087 -0.810 0.853 -0.7841 1.7200 -0.8846 -0.223
O -3.466 1.145 0.564 -1.6372 -2.5683 -0.7787 -0.317
S -3.608 -0.452 0.068 -0.7668 -0.0922 -1.4606 1.028
H 0.071 -1.419 1.364 -0.9841 -2.1447 1.3485 0.061
H 1.532 -0.938 0.477 -0.1550 -0.5818 -0.4627 0.094
H 1.107 0.011 1.776 0.2541 -0.1875 1.6467 0.091
H 1.274 0.733 -1.086 0.0679 0.2493 -0.3780 0.094
H -0.101 1.970 -0.887 0.6026 -0.7715 -0.1669 0.108
H 1.151 1.853 0.242 1.4013 1.0821 1.5524 0.063
H -3.495 -1.144 -2.004 -0.3917 -0.1937 0.2899 -0.001
```
Positions in Å, forces in eV/Å.

8.
Density functional theory data (ωB97M-V/def2-TZVPD) for the molecule C3H7N3O2S at a distorted geometry.

F_max ... 4.40 eV/Å
Frontier orbital gap ... 10.194 eV
SMILES ... [H]/N=C(\SC)N(C)[N+](=O)[O-]
Net charge ... 0
Highest occupied orbital energy ... -9.69 eV
E ... -831.26135 hartree

Geometry as XYZ:
```
16
Properties=species:S:1:pos:R:3:forces:R:3:lowdin_charge:R:1
C -0.344 -0.241 0.015 -3.9380 0.5825 0.1583 -0.572
C -2.019 1.659 -0.264 0.3463 3.3642 2.8164 -0.131
C 1.618 -2.166 -0.094 1.4937 -0.5780 -0.8547 -0.393
N 0.221 0.674 0.616 0.3864 0.3516 -0.3422 0.105
N -1.839 0.305 -0.416 1.4442 -3.5093 -0.5897 -0.063
N -2.904 -0.503 0.067 0.6083 1.0418 -0.6472 -0.425
O -2.699 -1.679 0.136 0.4062 -1.4659 0.1089 -0.030
O -3.960 0.014 0.311 -0.5210 0.6309 0.0488 0.079
S -0.181 -1.950 -0.234 0.9502 -0.2029 -0.5235 0.969
H -2.904 1.793 0.383 0.4700 0.2004 -0.1533 0.087
H -1.085 1.975 0.382 -1.9847 0.1770 -1.5056 0.104
H -2.217 2.333 -1.117 0.5439 -0.8973 -0.1639 0.094
H 2.137 -1.339 0.393 -0.2468 0.1519 -0.1239 0.020
H 2.210 -2.410 -1.066 -1.4708 0.5774 1.4226 0.076
H 1.776 -3.015 0.578 -0.1390 0.0321 -0.1672 0.026
H 1.091 0.495 1.027 1.6512 -0.4564 0.5163 0.052
```
Positions in Å, forces in eV/Å.

Q: Which formula does entry 8 have?
A: C3H7N3O2S

Repeat the fifth record exactly.
Density functional theory data (ωB97M-V/def2-TZVPD) for the molecule C3H7N3O2 at a distorted geometry.

F_max ... 2.69 eV/Å
Frontier orbital gap ... 10.494 eV
SMILES ... [H]/N=C\OC(N)(N)C=O
Net charge ... 0
Highest occupied orbital energy ... -9.84 eV
E ... -433.21770 hartree

Geometry as XYZ:
```
15
Properties=species:S:1:pos:R:3:forces:R:3:lowdin_charge:R:1
C -0.458 -0.174 -0.006 0.7177 -0.7201 1.7946 -0.642
N -1.687 -0.846 -0.300 0.0347 -0.7574 -1.4600 0.112
N -0.710 0.390 1.282 0.4615 0.4957 0.4786 0.108
O -0.183 0.804 -0.974 0.1606 -0.7326 -0.9208 -0.011
H -1.703 0.245 1.455 0.3487 0.6227 0.2327 0.090
H -1.638 -1.246 -1.233 -0.1998 -0.1149 -0.0556 0.095
H -1.791 -1.621 0.355 0.0131 0.1534 -0.1061 0.106
H -0.473 1.378 1.246 -0.4094 -0.1921 0.4015 0.088
C 0.735 -1.263 0.048 -0.3202 -0.9622 1.5090 -0.158
C 1.070 1.351 -0.965 0.5001 1.1879 1.1917 -0.278
N 1.846 1.542 0.035 -0.6828 -0.7601 -1.3527 0.134
O 1.031 -1.921 1.040 -0.7580 1.6888 -1.9569 0.051
H 1.518 1.110 0.905 0.0487 0.1091 -0.1856 0.046
H 1.158 -1.539 -0.937 0.0744 0.2390 -0.0589 0.128
H 1.284 1.789 -1.952 0.0107 -0.2571 0.4884 0.130
```
Positions in Å, forces in eV/Å.

Q: E of number 5 (C3H7N3O2)?
A: -433.21770 hartree